The following is a quantum chemistry calculation of a cluster of 4 separate species, C37H69BBrN3O15P in total in a non-equilibrium geometry, from the OMol25 dataset.

The geometry in XYZ format:
```
127
Properties=species:S:1:pos:R:3:forces:R:3
C 1.1588 -2.1810 2.8133 -0.045 -0.148 0.544
C -0.2832 -2.8121 2.8572 1.717 -1.234 -0.493
O -1.0684 -2.3287 1.7499 -0.575 0.329 1.483
C -2.2201 -1.5807 2.1599 -1.052 1.064 -1.220
C -3.5977 -2.2857 1.7749 1.131 0.378 -0.163
C -3.5360 -3.0840 0.4216 -1.592 -0.127 -0.269
C -3.9504 -2.2138 -0.8437 1.255 -0.531 0.756
C -2.7296 -1.2382 -1.1561 -0.131 1.031 -0.804
C -2.2907 -1.2670 -2.6970 -0.207 -0.108 -0.080
O -2.0859 0.0039 -3.3414 0.925 -0.689 0.185
C -0.7665 0.4213 -3.0292 -0.144 1.515 1.258
O 0.0718 0.8925 -4.0548 -2.953 0.424 -0.259
C -0.5635 1.8556 -4.9281 0.501 0.805 -2.388
C 0.2591 1.7927 -6.3069 -0.447 -0.511 1.300
N 1.0276 3.0556 -6.4885 0.408 -1.536 -1.602
C 2.4849 2.7507 -6.6352 0.355 1.056 0.296
C 3.2629 2.7068 -5.2456 0.528 0.414 -0.344
C 2.5324 3.4596 -4.0757 0.520 0.130 -0.124
O 3.6722 1.3574 -4.8760 -0.870 0.574 -0.610
B -0.9464 1.6690 -2.0001 -0.338 1.004 0.868
O -2.0313 2.5456 -2.2777 0.948 -1.449 0.547
C -0.0535 1.9784 -0.7031 -1.055 0.549 0.508
C -0.7538 3.1619 0.1213 0.819 -0.110 -0.351
N 0.0019 -0.8595 -2.5015 -0.200 -0.702 0.402
P 1.7047 -0.6409 -3.1281 3.244 0.319 -1.862
C 2.4850 -2.2262 -3.7556 0.554 -0.854 -0.221
C 2.4606 -2.2304 -5.3514 -0.257 0.527 -0.148
C 2.8523 0.0557 -1.8181 0.049 -0.979 1.809
C 2.4562 -0.2460 -0.3000 1.331 0.370 -0.028
C -0.8640 -1.9805 -3.0088 -3.055 0.210 1.052
C -1.0069 -3.3157 -2.1641 0.532 -0.985 -0.461
C -0.1605 -4.5471 -2.6860 -0.259 0.090 -0.112
C 0.8583 -5.1515 -1.6487 -0.813 -0.605 -0.962
Br 1.8642 -3.8271 -0.5963 -0.328 -0.469 -0.399
N -0.6864 -2.0531 -4.4671 -0.545 -0.589 0.701
C -1.5329 -2.7469 -5.0339 1.594 0.177 1.127
O -2.2367 -3.5140 -5.5067 -0.949 -0.357 -0.976
H 1.1660 -1.0736 2.9630 -0.145 -0.932 -0.237
H 1.8042 -2.6327 3.6242 -0.748 0.382 -0.737
H 1.6734 -2.4227 1.8456 -0.663 0.273 0.834
H -0.1338 -3.9211 2.6757 -0.283 1.052 0.262
H -0.7791 -2.7288 3.8573 0.249 0.325 -0.935
H -2.2325 -1.2743 3.2367 0.228 -0.496 -0.812
H -2.2003 -0.6147 1.5635 0.118 -0.846 0.713
H -4.3258 -1.4360 1.6181 0.454 -1.052 0.605
H -3.8803 -2.9458 2.6323 -0.077 0.526 -0.853
H -4.3105 -3.9056 0.4846 0.926 0.687 0.008
H -2.5471 -3.5580 0.2049 -0.797 0.398 0.501
H -4.1556 -2.9505 -1.6700 0.318 0.903 0.495
H -4.8967 -1.6387 -0.6746 0.867 -0.483 -0.052
H -1.8551 -1.4041 -0.4663 -0.938 -0.025 -0.577
H -3.0731 -0.1799 -0.9675 0.362 -0.926 -0.157
H -3.2015 -1.7035 -3.1820 1.212 0.003 -0.182
H -1.6243 1.6245 -5.1951 0.784 -0.012 0.888
H -0.4452 2.9241 -4.5834 -0.282 -1.265 0.070
H -0.4578 1.5693 -7.1401 0.636 0.487 0.610
H 0.9412 0.8907 -6.2410 -0.665 0.951 -0.037
H 0.7487 3.3952 -7.4175 0.112 0.166 0.639
H 2.9290 3.6100 -7.2195 -0.436 -0.906 0.603
H 2.6704 1.8220 -7.2497 -0.070 0.682 0.677
H 4.2364 3.2520 -5.4314 -1.017 -0.516 0.230
H 1.8234 2.8192 -3.4894 0.517 0.393 -0.767
H 1.9860 4.3419 -4.5054 0.485 -0.828 0.542
H 3.3212 3.8263 -3.3606 -0.819 -0.323 -0.628
H 3.1477 0.7790 -5.4551 0.304 0.024 0.498
H -2.8690 2.1696 -1.9550 0.221 0.254 -0.614
H 1.0184 2.2225 -0.9228 -0.852 -0.402 0.249
H -0.1202 1.0723 -0.0333 0.497 0.545 -0.638
H -0.2272 3.3538 1.0960 -0.548 -0.342 -0.899
H -1.8311 2.9125 0.3089 1.021 0.354 -0.110
H -0.6785 4.0961 -0.4912 -0.333 -0.740 0.613
H -0.0602 -0.9632 -1.4742 0.149 0.505 -0.272
H 2.1077 -3.1765 -3.3069 0.293 0.796 -0.493
H 3.5804 -2.1717 -3.4812 -1.249 0.068 0.142
H 2.3474 -3.2556 -5.7866 0.121 0.811 0.499
H 1.6223 -1.5864 -5.7461 0.715 -0.789 0.462
H 3.4045 -1.7791 -5.7772 -0.872 -0.557 0.618
H 3.0552 1.1560 -1.9349 -0.651 -1.095 -0.345
H 3.8513 -0.4434 -1.9903 -1.172 0.434 -0.237
H 1.6384 -0.9969 -0.1602 0.488 0.873 -0.069
H 3.3657 -0.6778 0.2113 -1.039 0.364 -0.410
H 2.2682 0.7282 0.2155 -0.243 -1.236 -0.332
H -0.8543 -3.1599 -1.0568 0.113 0.107 -1.249
H -2.0923 -3.6138 -2.2601 1.115 0.483 -0.004
H -0.8836 -5.3819 -2.9310 0.810 0.794 0.318
H 0.3054 -4.2856 -3.6812 -0.185 -0.256 1.205
H 0.2739 -5.7842 -0.9320 0.820 0.662 -0.473
H 1.5815 -5.7878 -2.2206 -0.499 0.594 0.838
C 4.9831 4.4409 3.4634 -0.380 0.209 0.282
C 4.7042 2.9541 3.5028 0.552 0.900 0.170
C 5.2568 2.2070 2.3210 0.508 -0.128 -0.085
O 4.3452 1.1150 2.1952 -0.552 0.083 0.053
C 3.1574 1.5361 2.7053 -0.148 -0.005 0.232
O 2.1207 0.9580 2.5626 0.218 0.225 0.085
O 3.3000 2.6941 3.3934 -0.137 -0.677 -0.380
H 4.7031 4.9031 4.4118 0.094 -0.027 -0.044
H 6.0401 4.6424 3.2823 -0.026 -0.094 0.024
H 4.3873 4.9299 2.6892 0.119 -0.147 -0.097
H 5.0585 2.5279 4.4463 -0.079 -0.103 -0.086
H 6.2702 1.8475 2.4946 -0.134 -0.170 -0.045
H 5.2386 2.7866 1.3930 -0.057 0.089 0.097
C -0.5324 -0.9449 6.9378 -0.043 -0.156 0.444
C 0.4591 0.1930 7.0509 -0.739 -0.614 -0.227
C 1.3790 0.3068 5.8654 -0.134 0.261 -0.434
O 2.5556 0.8708 6.4406 0.057 -0.132 0.316
C 2.5749 0.4897 7.7502 0.327 0.015 0.423
O 3.5189 0.5989 8.4659 -0.224 0.019 -0.221
O 1.3767 -0.0326 8.1257 0.526 0.336 -0.256
H -1.2720 -0.8843 7.7379 -0.042 0.022 -0.149
H -1.0584 -0.9187 5.9831 0.003 0.113 0.072
H -0.0331 -1.9112 7.0465 0.150 0.121 -0.128
H -0.0658 1.1347 7.2409 0.112 0.011 -0.036
H 0.9776 0.9586 5.0895 0.207 0.038 0.026
H 1.6355 -0.6597 5.4207 -0.109 -0.037 0.104
C -6.2635 1.6631 2.6661 0.216 -0.308 -0.352
C -6.0585 0.9316 3.9753 -0.443 0.468 -0.730
C -6.0480 1.8380 5.1764 -0.376 0.209 0.296
O -5.1949 1.1378 6.0827 0.353 -0.251 -0.338
C -4.3465 0.3957 5.3255 0.382 -0.171 0.303
O -3.3613 -0.1389 5.7324 -0.286 0.118 -0.119
O -4.7561 0.3423 4.0329 0.060 -0.019 0.389
H -6.4212 0.9491 1.8546 -0.082 0.059 0.044
H -7.1286 2.3263 2.7122 0.016 -0.064 0.060
H -5.3784 2.2466 2.4021 -0.066 0.079 0.208
H -6.8003 0.1341 4.0827 0.069 0.025 0.113
H -7.0410 1.9712 5.6040 0.138 -0.075 0.153
H -5.6122 2.8210 4.9750 0.002 -0.072 -0.128
```
Positions in Å, forces in eV/Å.

## Properties
HOMO-LUMO gap: 8.40 eV
Charge: +1
LUMO level: -1.895 eV
Total energy: -5684.00073 Eh
E_HOMO: -0.3785 Ha